C3H6N2O2 | ωB97M-V/def2-TZVPD

Computed properties:
relative energy (zero: lowest compared OMol25 entry of this formula, charge and spin) = 5.6822 eV
HOMO energy = -9.51 eV
orbital gap = 10.49 eV
SMILES = CO[C@]12NO[C@H]1N2
net charge = 0

Each line ends with the Mulliken charge.
Positions of all 13 atoms, in Å:
H: 1.7504 -1.6707 0.7545  0.38
H: -2.0626 0.6240 -1.4440  0.25
O: 2.0608 0.2560 -0.1458  -0.31
H: -0.9857 -0.7758 -1.6586  0.34
O: -1.2498 -0.1308 0.3142  -0.38
C: -1.7397 -0.3272 -1.0087  -0.67
N: 0.7946 0.8846 -0.5440  -0.25
H: 0.8369 1.8737 -0.2936  0.25
N: 0.6552 0.0048 1.7399  -0.55
H: -2.6000 -0.9895 -0.9140  0.23
C: 0.0814 0.0624 0.4345  0.46
C: 1.3605 -0.6632 0.6727  -0.01
H: 1.0979 0.8518 2.0927  0.25